[1]
Below is a cluster of 3 separate species, C19H42N2O3Si in total at a distorted geometry, with properties calculated with ωB97M-V with the def2-TZVPD basis set.

Computed properties:
Multiplicity ... 1
Max |F| ... 1.032 eV/Å
SMILES string ... C=C[Si@@H](CC=O)CCOC=O.CCN(CC)CC.CCN(CC)CC
E ... -1373.77736 hartree

XYZ file:
```
67
Properties=species:S:1:pos:R:3:forces:R:3
C 4.66032 -7.37848 4.93006 -0.15 -0.07 -0.25
C 4.40992 -6.92555 3.69838 0.29 0.67 0.07
Si 2.96732 -5.78249 3.41784 0.79 0.41 -0.32
C 3.45804 -4.20584 2.45515 -0.08 0.14 0.07
C 3.29713 -3.02841 3.35339 0.17 -0.21 -0.17
O 2.30458 -2.35057 3.39346 -0.35 0.28 0.14
C 1.64974 -6.74666 2.49016 -0.30 -0.17 0.50
C 0.25237 -6.42214 3.01412 -0.27 -0.14 -0.25
O -0.19095 -5.20868 2.36638 0.55 0.35 0.37
C -0.79369 -4.30236 3.18353 -0.41 0.01 0.06
O -1.78056 -4.52524 3.81937 0.27 -0.11 0.07
H 4.43920 -6.74175 5.78017 -0.75 -0.52 0.23
H 5.03918 -8.37964 5.10735 0.90 0.35 0.13
H 5.00067 -7.27866 2.85424 -0.62 -0.82 -0.10
H 2.46082 -5.37475 4.74952 -0.07 -0.04 0.00
H 4.49746 -4.27380 2.12839 -0.02 -0.14 -0.01
H 2.79220 -4.09226 1.59737 0.02 0.00 0.01
H 4.14413 -2.81478 4.03427 0.03 0.01 0.01
H 1.68672 -6.59620 1.41078 0.01 -0.01 0.00
H 1.82062 -7.81004 2.68649 0.11 0.02 -0.08
H 0.25374 -6.26090 4.09390 -0.03 -0.05 0.00
H -0.45167 -7.23040 2.81255 -0.06 0.09 -0.15
H -0.27132 -3.33433 3.20339 -0.05 -0.03 -0.29
C 0.77107 -1.84556 0.41996 -0.06 -0.04 -0.01
C 0.68312 -0.42657 0.95834 -0.03 -0.07 -0.01
N 0.92912 0.58498 -0.05520 0.04 0.07 -0.02
C 1.13446 1.91446 0.49106 0.13 0.11 0.07
C -0.03257 2.58742 1.22433 0.00 0.06 -0.04
C 0.08722 0.51146 -1.23516 -0.14 -0.09 -0.19
C -1.43425 0.58993 -1.04096 0.00 0.06 -0.09
H 1.72698 -2.01147 -0.08094 -0.01 0.03 -0.03
H 0.69307 -2.55015 1.24759 0.04 0.00 -0.01
H -0.03202 -2.07381 -0.28284 0.01 0.01 -0.02
H 1.44364 -0.31195 1.73412 -0.02 0.08 0.01
H -0.29140 -0.29796 1.45670 0.01 -0.02 0.02
H 1.46818 2.56725 -0.32122 -0.04 -0.04 -0.05
H 1.98094 1.85167 1.18222 -0.02 -0.07 0.02
H -0.80385 2.93342 0.53652 -0.02 -0.05 0.01
H 0.33256 3.46307 1.76517 0.01 -0.01 0.00
H -0.49438 1.92129 1.95387 0.01 -0.01 0.00
H 0.31026 -0.42250 -1.75712 0.03 -0.03 0.08
H 0.40068 1.29909 -1.92602 0.04 0.06 0.09
H -1.77435 -0.04497 -0.22169 0.01 -0.01 0.00
H -1.93656 0.24973 -1.94930 0.01 -0.01 0.00
H -1.77512 1.60677 -0.84836 0.00 -0.02 0.08
C -0.49385 4.38546 -2.44074 0.04 -0.01 0.09
C -1.40329 5.52824 -2.86333 -0.01 -0.07 0.05
N -1.94913 5.35231 -4.19741 -0.02 0.03 -0.03
C -2.58149 6.54741 -4.72607 0.03 0.15 -0.08
C -3.83394 7.07918 -4.01853 -0.04 0.01 -0.06
C -2.65593 4.10257 -4.42389 0.01 -0.19 0.00
C -3.85022 3.77428 -3.51780 -0.04 -0.03 -0.08
H 0.29718 4.22261 -3.17430 -0.03 -0.01 -0.04
H -0.02627 4.62088 -1.48293 -0.01 0.00 0.00
H -1.04451 3.45238 -2.31061 0.02 -0.01 -0.01
H -0.82137 6.45390 -2.86608 -0.05 0.03 -0.04
H -2.18500 5.65627 -2.09724 0.02 0.01 0.01
H -2.81500 6.37018 -5.77959 -0.01 -0.07 0.01
H -1.82582 7.33940 -4.72428 0.03 -0.03 0.06
H -4.71033 6.46408 -4.21919 0.01 -0.03 0.05
H -4.05746 8.08515 -4.37914 0.01 0.00 0.00
H -3.69715 7.14174 -2.93838 0.01 -0.01 0.00
H -1.93309 3.28743 -4.33819 0.04 0.04 0.04
H -2.97629 4.08424 -5.46861 -0.02 0.09 0.00
H -3.63028 3.96892 -2.46697 0.02 0.00 0.00
H -4.09725 2.71469 -3.60884 0.01 0.00 0.00
H -4.74226 4.33701 -3.78921 0.02 0.05 0.06
```
Positions in Å, forces in eV/Å.


[2]
Below is a cluster of 4 separate species, C4H16O3S in total at a distorted geometry, with properties calculated with ωB97M-V with the def2-TZVPD basis set.

Computed properties:
ΔE to the lowest compared entry with this formula, charge and spin ... 12.5 kcal per mole
Multiplicity ... 1
Max |F| ... 1.520 eV/Å
SMILES string ... CCCCS.O.O.O

XYZ file:
```
24
Properties=species:S:1:pos:R:3:forces:R:3
C -0.74561 1.76306 -2.03579 0.21 0.17 0.43
C -1.03961 0.69930 -0.97314 0.91 -0.20 -1.20
C 0.18615 -0.25140 -0.85570 -0.43 0.89 0.95
C -0.05746 -1.11684 0.36742 -1.01 -0.92 -0.22
S 1.17502 -2.41676 0.70305 0.13 0.58 0.80
H -1.50139 2.54863 -2.07824 -0.12 -0.16 -0.14
H 0.19574 2.25437 -1.77686 0.00 0.04 -0.09
H -0.60933 1.31038 -3.01789 -0.14 0.05 -0.05
H -1.89987 0.10589 -1.28959 -0.16 0.04 0.26
H -1.24288 1.17562 -0.01569 -0.05 -0.08 0.10
H 1.09129 0.33823 -0.68344 -0.04 0.09 0.03
H 0.38094 -0.78373 -1.78709 -0.33 -0.33 0.07
H -1.02080 -1.64330 0.31434 0.14 -0.01 -0.54
H -0.27829 -0.49517 1.23618 0.92 0.06 0.22
H 1.26707 -2.80994 -0.54977 0.02 -0.23 -0.58
O -6.47523 0.87671 1.59115 -0.03 0.10 0.52
H -7.12970 0.41064 1.06840 0.12 0.00 -0.26
H -5.74964 1.13402 1.02031 -0.08 -0.10 -0.26
O 3.51383 1.37108 -1.09561 0.16 -0.05 -0.02
H 3.85629 0.63003 -1.60644 -0.11 -0.02 -0.02
H 4.28694 1.68986 -0.61812 -0.08 0.07 0.05
O 4.21402 -2.45324 4.21884 0.06 -0.01 0.05
H 3.83116 -1.59924 4.43756 -0.02 0.01 -0.02
H 3.75136 -2.73824 3.42611 -0.06 0.01 -0.06
```
Positions in Å, forces in eV/Å.


- Look up the multiplicity of the second one.
  1


- The highest max |F| belongs to which entry?
  C4H16O3S


Please write out number 2 again, unchanged.
Below is a cluster of 4 separate species, C4H16O3S in total at a distorted geometry, with properties calculated with ωB97M-V with the def2-TZVPD basis set.

Computed properties:
ΔE to the lowest compared entry with this formula, charge and spin ... 12.5 kcal per mole
Multiplicity ... 1
Max |F| ... 1.520 eV/Å
SMILES string ... CCCCS.O.O.O

XYZ file:
```
24
Properties=species:S:1:pos:R:3:forces:R:3
C -0.74561 1.76306 -2.03579 0.21 0.17 0.43
C -1.03961 0.69930 -0.97314 0.91 -0.20 -1.20
C 0.18615 -0.25140 -0.85570 -0.43 0.89 0.95
C -0.05746 -1.11684 0.36742 -1.01 -0.92 -0.22
S 1.17502 -2.41676 0.70305 0.13 0.58 0.80
H -1.50139 2.54863 -2.07824 -0.12 -0.16 -0.14
H 0.19574 2.25437 -1.77686 0.00 0.04 -0.09
H -0.60933 1.31038 -3.01789 -0.14 0.05 -0.05
H -1.89987 0.10589 -1.28959 -0.16 0.04 0.26
H -1.24288 1.17562 -0.01569 -0.05 -0.08 0.10
H 1.09129 0.33823 -0.68344 -0.04 0.09 0.03
H 0.38094 -0.78373 -1.78709 -0.33 -0.33 0.07
H -1.02080 -1.64330 0.31434 0.14 -0.01 -0.54
H -0.27829 -0.49517 1.23618 0.92 0.06 0.22
H 1.26707 -2.80994 -0.54977 0.02 -0.23 -0.58
O -6.47523 0.87671 1.59115 -0.03 0.10 0.52
H -7.12970 0.41064 1.06840 0.12 0.00 -0.26
H -5.74964 1.13402 1.02031 -0.08 -0.10 -0.26
O 3.51383 1.37108 -1.09561 0.16 -0.05 -0.02
H 3.85629 0.63003 -1.60644 -0.11 -0.02 -0.02
H 4.28694 1.68986 -0.61812 -0.08 0.07 0.05
O 4.21402 -2.45324 4.21884 0.06 -0.01 0.05
H 3.83116 -1.59924 4.43756 -0.02 0.01 -0.02
H 3.75136 -2.73824 3.42611 -0.06 0.01 -0.06
```
Positions in Å, forces in eV/Å.